86
Properties=species:S:1:pos:R:3:forces:R:3:lowdin_charge:R:1 method="wB97M-V/def2-TZVPD" s2=0.7545 e_homo_ev="-12.037 / -12.038" total_charge=+2 spin_multiplicity=2
Ti 0.388600 -0.467600 -0.387400 0.549 -1.948 -0.446 0.7729
C 2.823800 -2.778100 -2.498500 -0.122 0.073 0.041 -0.0176
C 2.361100 -3.700100 -1.408100 -0.203 0.130 0.102 -0.2303
C 3.125500 -4.821600 -1.121700 -0.165 -0.176 0.057 -0.0573
C 2.701800 -5.752100 -0.190800 -0.006 0.052 -0.043 -0.0560
C 1.485400 -5.576000 0.443100 0.029 0.164 -0.091 -0.0317
C 0.698400 -4.459800 0.184800 -0.059 0.114 -0.159 -0.2237
C -0.660100 -4.368300 0.808900 0.160 -0.109 -0.065 -0.0415
C 1.157900 -3.487000 -0.710200 0.585 -0.650 0.012 -0.2186
N 0.408600 -2.315300 -1.055900 0.272 0.127 0.271 -0.0375
C -0.112800 -2.401200 -2.304700 -0.624 0.862 -1.284 -0.3026
C -0.428800 -3.711400 -2.956400 0.034 0.039 -0.041 0.0074
C -0.226700 -1.186200 -2.998400 -0.093 -1.866 0.213 -0.2863
C -0.383600 -1.182400 -4.485200 -0.187 0.030 0.014 0.0050
N 0.063700 -0.093200 -2.270800 0.431 0.232 0.347 -0.0520
C -0.010700 1.183900 -2.885900 0.131 0.866 -0.670 -0.2571
C 1.156900 1.964000 -2.963000 -0.095 -0.312 -0.030 -0.2396
C 2.465500 1.413800 -2.469500 -0.283 0.046 0.039 -0.0470
C 1.115900 3.208200 -3.570400 -0.174 -0.019 0.029 -0.0233
C -0.074700 3.703400 -4.075200 0.018 -0.055 0.007 -0.0505
C -1.216600 2.931500 -4.010400 0.025 0.033 0.048 -0.0361
C -1.209700 1.660600 -3.446700 0.387 -0.013 0.437 -0.2314
C -2.460000 0.841300 -3.498500 -0.056 -0.129 0.134 -0.0745
H 2.438800 -3.120900 -3.459900 -0.004 0.049 -0.095 0.0939
H 3.907900 -2.803800 -2.563600 0.109 0.102 -0.059 0.0925
H 2.477200 -1.752300 -2.348000 0.087 -0.061 -0.057 0.0616
H 4.047000 -4.981700 -1.660300 0.144 0.003 -0.057 0.1240
H 3.296900 -6.627300 0.008400 0.095 -0.147 0.045 0.1154
H 1.115500 -6.327100 1.123700 -0.040 -0.113 0.096 0.1205
H -1.037600 -5.367200 1.013700 -0.061 -0.039 0.060 0.0965
H -1.357300 -3.864600 0.141100 -0.002 -0.070 0.045 0.0414
H -0.618400 -3.823300 1.751300 -0.107 0.060 0.042 0.0498
H -0.690500 -4.460000 -2.213600 -0.087 -0.071 0.004 0.0896
H 0.417600 -4.106500 -3.517600 0.097 -0.073 -0.083 0.0944
H -1.254300 -3.593800 -3.654800 -0.053 -0.057 0.001 0.0911
H -1.384100 -1.480300 -4.792800 -0.051 -0.006 -0.107 0.0915
H 0.314100 -1.901900 -4.911600 0.026 -0.045 -0.061 0.0988
H -0.159900 -0.203300 -4.898400 -0.030 -0.003 -0.092 0.0956
H 2.325300 0.844700 -1.535000 0.347 0.211 -0.373 0.0129
H 3.168000 2.227200 -2.299000 0.078 -0.071 0.136 0.0981
H 2.887400 0.757700 -3.236200 0.059 -0.139 0.176 0.1026
H 2.021000 3.788300 -3.664500 0.116 0.069 0.071 0.1223
H -0.113300 4.676400 -4.535100 0.035 0.157 -0.067 0.1159
H -2.137300 3.308000 -4.425200 -0.189 0.070 -0.105 0.1212
H -3.337000 1.472400 -3.371500 -0.117 0.063 -0.020 0.0354
H -2.464500 0.062100 -2.734200 -0.116 -0.019 -0.066 0.0656
H -2.558500 0.374600 -4.477200 -0.084 -0.095 -0.012 0.0907
C 4.535000 -0.616500 -0.593100 0.047 0.188 -0.244 -0.0537
C 3.545100 -1.294200 0.278700 0.216 -0.248 0.180 -0.5654
N 2.320600 -0.877900 0.531100 0.123 -0.022 0.069 -0.0087
C 1.772100 -1.564500 1.599800 0.757 -0.804 0.591 -0.3621
C 2.557300 -2.579000 2.076100 -0.096 0.228 -0.438 -0.2730
S 4.041400 -2.638500 1.236900 -0.627 0.734 -0.130 1.2017
C 0.774500 -0.892200 2.440200 -0.391 -0.094 1.015 -0.3837
C -0.058800 -1.440200 3.382500 -0.019 0.246 -0.220 -0.3639
S -0.460900 -0.278700 4.581500 0.585 -0.039 -0.375 1.1040
C 0.559700 0.883900 3.753400 -0.398 -0.561 0.232 -0.6427
N 1.076400 0.427800 2.666700 0.447 0.327 0.085 0.0572
C 0.858800 2.198900 4.348200 -0.050 0.411 0.238 -0.0822
H 4.690300 0.398600 -0.215600 0.023 -0.092 -0.026 0.1090
H 4.217700 -0.540600 -1.631000 -0.034 -0.052 0.042 0.0615
H 5.483000 -1.146000 -0.553900 0.076 0.015 -0.065 0.0886
H 2.367100 -3.212900 2.917100 -0.069 -0.110 0.254 0.1019
H -0.400300 -2.453400 3.468900 -0.009 -0.247 -0.015 0.0759
H 1.042200 2.085100 5.414900 0.074 0.074 0.042 0.0904
H 0.030800 2.894700 4.227700 0.055 0.048 0.065 0.0314
H 1.739800 2.619400 3.872300 0.035 0.010 -0.028 0.0983
O -1.437700 -0.574100 0.265400 -1.025 -0.032 0.436 -0.6716
S -2.275900 -1.597100 1.071800 -0.704 0.328 -0.176 1.0569
C -3.871400 -1.713700 0.185900 0.153 -0.154 0.042 -0.2841
C -4.918400 -1.711900 1.283600 -0.119 0.089 0.035 -0.2128
C -4.532000 -0.560100 2.201700 -0.095 -0.102 0.017 -0.2184
C -3.043900 -0.709500 2.476200 -0.012 0.065 -0.099 -0.3177
H -3.884500 -2.612500 -0.423500 0.148 -0.033 -0.108 0.1037
H -3.943800 -0.820400 -0.437900 0.148 -0.094 -0.014 0.0329
H -4.902100 -2.659100 1.828100 -0.071 0.004 -0.002 0.1291
H -5.916500 -1.581800 0.865800 0.016 -0.092 -0.026 0.1327
H -5.093000 -0.580900 3.132900 -0.022 0.068 0.054 0.1320
H -4.738100 0.394000 1.711900 0.002 0.004 0.025 0.0549
H -2.865200 -1.353900 3.336200 0.038 0.059 -0.007 0.0825
H -2.523700 0.239800 2.607800 0.085 -0.290 0.019 0.0006
Te -4.035000 2.186000 -0.555100 0.025 0.076 -0.154 0.7830
Cl -1.815000 2.575900 2.488900 -0.450 0.268 -0.722 0.2785
Ge -1.792700 2.783500 0.323700 1.320 0.303 0.726 -0.3749
Cl 0.326300 1.748700 0.101800 -0.676 2.476 0.411 0.3997
Cl -0.997400 4.695200 -0.133900 -0.311 -0.220 -0.073 0.2168

***

83
Properties=species:S:1:pos:R:3:forces:R:3:lowdin_charge:R:1 method="wB97M-V/def2-TZVPD" e_homo_ev=-13.480 total_charge=+2
Ir 0.186000 -0.121549 0.997214 -0.098 0.048 0.280 0.9732
C -1.084187 0.325153 5.165119 -0.005 0.056 -0.063 0.0039
C -0.941083 0.142114 3.692268 0.135 -0.045 0.062 -0.2528
N 0.179956 0.014939 3.085397 -0.002 0.161 -0.096 -0.1025
N 1.388278 0.051958 3.715500 -0.055 0.002 0.055 0.0154
C 2.485845 0.293029 2.961716 0.081 -0.055 0.002 -0.7527
N 3.616312 0.551568 3.599651 -0.024 0.023 0.002 0.1622
S 2.483061 0.195368 1.254933 0.058 0.037 -0.081 0.7646
C -2.116375 0.045023 2.795263 -0.121 -0.050 0.005 -0.1792
C -3.405767 0.078194 3.285698 0.012 0.021 0.012 0.0328
C -4.479663 -0.060474 2.411744 -0.019 -0.009 0.003 0.0049
C -4.224701 -0.234704 1.069348 -0.022 -0.006 -0.006 0.0090
C -2.906090 -0.262316 0.636944 0.044 0.019 -0.038 -0.0758
N -1.873090 -0.119031 1.464822 0.049 -0.108 -0.028 -0.0466
H -0.231436 0.860287 5.577670 0.010 -0.002 0.058 0.0701
H -1.189199 -0.639060 5.668771 0.017 0.005 -0.013 0.1204
H -1.957880 0.928714 5.395216 0.007 0.005 0.000 0.0955
H 1.404311 0.215185 4.713061 0.002 0.041 -0.015 0.1478
H 3.653604 0.752286 4.586848 -0.004 -0.026 0.004 0.1375
H 4.456811 0.706776 3.064962 -0.009 0.004 -0.008 0.1262
H -3.585428 0.204965 4.342552 0.005 -0.013 -0.008 0.1235
H -5.492722 -0.038947 2.789742 0.001 0.009 -0.010 0.1326
H -5.018058 -0.352727 0.344998 -0.008 0.006 0.013 0.1302
H -2.671698 -0.383320 -0.409420 0.011 0.002 -0.025 0.0835
N -0.012152 2.340082 0.665966 0.185 -0.038 -0.160 -0.0283
N 0.093958 3.675403 1.111256 -0.040 0.030 0.048 -0.0510
C 0.433251 4.105063 2.350948 -0.026 -0.091 -0.029 -0.8897
N 0.603648 5.430031 2.437004 -0.012 0.043 0.019 0.1050
S 0.607606 3.135134 3.694829 -0.011 -0.136 0.049 0.6586
H 0.677843 2.259088 -0.085094 0.012 -0.031 0.039 0.0412
H -0.920243 2.265558 0.208942 -0.001 0.017 0.115 0.0502
H 0.018337 4.360275 0.372658 0.023 0.002 0.013 0.1494
H 0.534513 6.055044 1.650910 -0.008 0.001 0.001 0.1181
H 0.792315 5.820369 3.344469 0.014 -0.003 -0.016 0.1044
C 3.993561 2.335104 -3.174148 -0.002 -0.009 -0.003 -0.0619
C 4.114141 1.177992 -2.415606 -0.004 0.008 0.001 -0.0635
C 2.978882 0.554644 -1.921192 0.022 -0.022 0.011 -0.1691
C 1.703426 1.067991 -2.169455 -0.016 -0.002 -0.030 -0.3418
C 1.599517 2.212423 -2.963147 0.000 0.000 0.035 -0.1017
C 2.735513 2.845410 -3.454070 0.013 0.006 -0.004 -0.0638
Ge 0.122086 0.091952 -1.551663 -0.113 -0.052 -0.077 0.9290
C -1.491017 1.114808 -2.119645 0.037 0.012 0.023 -0.3023
C -1.662680 2.496654 -1.965999 -0.009 0.014 -0.017 -0.1523
C -2.821630 3.142345 -2.377678 -0.010 -0.009 -0.014 -0.0640
C -3.847365 2.419873 -2.969484 0.015 -0.002 0.010 -0.0617
C -3.687765 1.057066 -3.169275 -0.004 0.019 -0.001 -0.0585
C -2.525403 0.419541 -2.753729 0.005 -0.060 -0.026 -0.1196
C 0.000167 -1.587571 -2.532620 0.027 0.029 -0.044 -0.3364
C -0.965263 -2.546501 -2.232838 -0.036 -0.017 0.020 -0.1683
C -1.113836 -3.684377 -3.014745 0.009 -0.003 -0.016 -0.0795
C -0.278858 -3.884711 -4.105183 0.005 0.004 0.009 -0.0568
C 0.692153 -2.941940 -4.413469 -0.007 -0.016 0.006 -0.0535
C 0.823353 -1.796983 -3.638883 0.008 0.016 -0.003 -0.0929
H 4.876937 2.821874 -3.565432 -0.002 0.004 0.004 0.1138
H 5.091525 0.755206 -2.222055 -0.002 -0.001 -0.004 0.1130
H 3.095774 -0.371448 -1.369438 -0.013 0.006 0.010 0.0549
H 0.628674 2.599614 -3.242109 -0.039 0.016 0.017 0.0894
H 2.634386 3.726937 -4.073709 -0.003 -0.002 0.000 0.1123
H -0.862559 3.113379 -1.570738 -0.019 0.003 -0.086 0.0749
H -2.914393 4.214293 -2.258206 0.004 -0.001 0.003 0.1115
H -4.748432 2.920121 -3.298074 0.003 0.001 0.000 0.1146
H -4.461325 0.488053 -3.669168 0.004 0.000 0.005 0.1147
H -2.419139 -0.639555 -2.958634 -0.010 0.032 0.019 0.0893
H -1.632796 -2.411949 -1.383642 0.015 0.008 0.002 0.0933
H -1.877081 -4.414370 -2.775607 0.000 0.006 0.004 0.1148
H -0.388757 -4.770745 -4.715982 0.002 -0.001 0.002 0.1143
H 1.344203 -3.095055 -5.263301 -0.005 0.006 -0.003 0.1145
H 1.576386 -1.062813 -3.902179 -0.006 -0.007 -0.002 0.1028
C 2.290310 -2.934027 -0.283349 0.018 -0.034 -0.042 -0.0374
C 1.108448 -3.115609 0.659993 -0.045 0.117 0.234 -0.6234
C 0.364883 -4.412024 0.315326 0.011 -0.041 0.004 -0.0340
C 1.598253 -3.242681 2.136476 0.074 -0.050 0.018 -0.0293
C 0.139993 -1.984792 0.807581 -0.099 -0.105 -0.307 -0.1746
H 2.931665 -3.814151 -0.213885 -0.017 0.003 0.003 0.1051
H 2.897917 -2.070893 -0.032598 0.028 0.084 0.045 0.0256
H 1.948617 -2.849164 -1.315332 0.020 0.006 0.037 0.0787
H 1.069609 -5.243472 0.346820 -0.015 -0.004 0.008 0.1016
H -0.063229 -4.375325 -0.683396 0.011 0.005 0.001 0.0654
H -0.427368 -4.620342 1.037863 -0.014 0.002 -0.016 0.0965
H 2.113642 -4.199191 2.232263 -0.006 0.001 -0.026 0.1067
H 0.771873 -3.248520 2.852773 -0.001 -0.001 -0.015 0.0927
H 2.295061 -2.447260 2.392615 -0.013 0.032 -0.005 0.0566
H -0.857908 -2.409306 0.996089 -0.025 0.075 0.022 0.0785